DFT (ωB97M-V with the def2-TZVPD basis set) results for a structure of composition C20H39INOSr at a distorted geometry.

Each line ends with the Mulliken charge.
Geometry (Å):
1 C 10.8121 -1.4093 -0.3876  -1.5921
2 C 9.5140 -0.8813 -1.0066  -0.3342
3 C 8.3605 -0.7939 -0.0020  -0.3983
4 C 6.9942 -0.8640 -0.7228  -0.8748
5 C 6.0854 0.3411 -0.4230  -0.7315
6 C 5.0456 0.0515 0.6331  -0.7173
7 C 3.9409 1.1135 0.7172  -0.5585
8 C 2.6752 0.4901 1.2751  -0.8395
9 C 1.5421 1.4665 1.5222  -1.0036
10 C 0.6293 1.6672 0.2905  -0.6654
11 C -0.7715 1.1471 0.5767  -0.9514
12 C -1.8200 1.5182 -0.4848  -0.6528
13 C -3.1823 1.7507 0.1803  -0.8940
14 C -4.3716 1.5287 -0.7599  -0.8374
15 C -5.2880 0.3760 -0.3354  -0.7189
16 C -6.7259 0.6539 -0.7578  -0.6889
17 C -7.7428 -0.2613 -0.0462  -0.6061
18 C -8.9038 -0.5877 -1.0375  -0.7602
19 N -10.0360 -0.9492 -0.3077  -0.1804
20 C -10.3791 -2.2877 -0.3467  -0.4397
21 C -10.3545 -2.9008 1.1017  0.2519
22 O -9.6090 -3.8012 1.4158  -0.4188
23 I -11.7720 -2.0116 2.4646  0.1006
24 H 10.5360 -2.0789 0.4302  0.1568
25 H 11.4301 -1.9762 -1.1144  0.4803
26 H 11.3882 -0.5743 -0.0182  0.4441
27 H 9.7015 0.1100 -1.3936  0.2134
28 H 9.2350 -1.5021 -1.8460  0.4197
29 H 8.4466 0.0996 0.5969  0.4329
30 H 8.4687 -1.6564 0.6472  0.1725
31 H 7.1975 -0.8284 -1.7812  0.4564
32 H 6.5234 -1.7936 -0.4392  0.3765
33 H 6.7337 1.1522 -0.1176  0.2910
34 H 5.6189 0.6430 -1.3517  0.5057
35 H 5.5211 -0.0332 1.6024  0.2118
36 H 4.5514 -0.8814 0.3944  0.4234
37 H 4.3074 1.8921 1.3754  0.3114
38 H 3.7840 1.5766 -0.2509  0.3646
39 H 2.3766 -0.3050 0.6005  0.3904
40 H 2.9496 0.0197 2.2134  0.4340
41 H 0.9252 1.0381 2.3017  0.4951
42 H 1.8852 2.4176 1.9064  0.4611
43 H 0.5766 2.7272 0.0803  0.3942
44 H 1.0624 1.1514 -0.5546  0.3481
45 H -0.7252 0.0693 0.6600  0.2213
46 H -1.0876 1.5866 1.5118  0.4796
47 H -1.9304 0.6676 -1.1463  0.4491
48 H -1.5355 2.3961 -1.0465  0.3910
49 H -3.2459 1.1300 1.0625  0.4952
50 H -3.1960 2.7825 0.5075  0.2550
51 H -4.0567 1.4061 -1.7856  0.4830
52 H -4.9823 2.4206 -0.7330  0.4863
53 H -5.2399 0.2188 0.7340  0.4626
54 H -4.9971 -0.5273 -0.8527  0.2182
55 H -7.0191 1.6719 -0.5611  0.4404
56 H -6.8090 0.4592 -1.8190  0.3133
57 H -7.2947 -1.1735 0.3208  0.4308
58 H -8.1683 0.2886 0.7783  0.4008
59 H -9.1165 0.3256 -1.5878  0.3642
60 H -8.5505 -1.3425 -1.7394  0.3593
61 H -9.7821 -2.9118 -1.0049  0.3386
62 H -11.4337 -2.3515 -0.6376  0.4192
63 Sr 11.3082 -3.6711 0.4981  0.7196

Properties
HOMO level ... -6.901 eV
Spin multiplicity ... 1
Lowest unoccupied orbital energy ... -6.23 eV
Net charge ... +1



DFT (ωB97M-V with the def2-TZVPD basis set) results for the molecule C12H8N2 at a distorted geometry.

Each line ends with the natural charge from an NBO analysis.
Geometry (Å):
1 C 0.5629 -2.8811 1.0372  -0.2166
2 C -0.1707 -1.9968 0.7487  -0.0330
3 C -0.9781 -0.9154 0.2911  -0.1282
4 C -2.2435 -1.1195 -0.2144  -0.1686
5 C -2.9447 -0.0284 -0.6244  -0.1919
6 C -2.5073 1.3082 -0.4279  -0.1992
7 C -1.2405 1.4748 -0.0316  -0.1940
8 C -0.4402 0.3750 0.3201  0.0221
9 C 0.9166 0.5928 0.9403  -0.4217
10 C 2.0832 0.8462 0.0258  -0.3573
11 C 2.8952 -0.1107 -0.4344  0.5224
12 N 3.6046 -1.0689 -0.6716  -0.6105
13 C 2.2017 2.1185 -0.6740  0.2803
14 N 1.9623 3.0573 -1.2736  -0.3260
15 H 1.1267 -3.7886 1.3153  0.2484
16 H -2.6016 -2.0639 -0.5099  0.2197
17 H -3.8307 -0.2533 -1.0436  0.2030
18 H -3.0044 2.2069 -0.6974  0.2223
19 H -0.9204 2.4497 0.3704  0.2144
20 H 0.6330 1.6014 1.4259  0.2359
21 H 1.1952 -0.1752 1.7009  0.2556
22 H 3.7006 -1.6288 -1.5732  0.4229

Properties
HOMO level ... -8.940 eV
Spin multiplicity ... 1
SMILES ... C#Cc1ccccc1CC(=C=N)C#N
Lowest unoccupied orbital energy ... 0.47 eV



DFT (ωB97M-V with the def2-TZVPD basis set) results for a structure of composition C17H32BrCl2F2KN3NaO5 at a distorted geometry.

Each line ends with the Mulliken charge.
Geometry (Å):
1 C 1.5384 1.9415 -0.7778  -1.5072
2 C 0.4211 1.0767 -0.2692  1.3643
3 O -0.8611 1.7817 -0.3995  -0.5456
4 C 0.3862 -0.3576 -0.7531  -0.8898
5 C 0.3393 -0.6022 -2.2927  0.5666
6 C -0.2973 0.4774 -3.1421  -2.0987
7 O 0.1772 0.3934 -4.4748  -0.6182
8 C 1.5225 0.9263 -4.4029  -0.6023
9 C 2.4166 0.0883 -3.4860  -0.8283
10 N 1.6594 -0.9716 -2.8354  0.0271
11 H 1.4727 2.1768 -1.8308  0.2618
12 H 1.5499 2.8623 -0.2083  0.5393
13 H 2.4875 1.4489 -0.6118  0.2448
14 H 0.5794 1.0083 0.8034  -0.0244
15 H -1.4751 1.1290 -0.7206  0.0017
16 H -0.4083 -0.9201 -0.2707  0.2388
17 H 1.2998 -0.8341 -0.3893  -0.2105
18 H -0.2659 -1.4845 -2.4383  0.5837
19 H -1.3809 0.3311 -3.1821  0.6550
20 H -0.0963 1.5117 -2.8167  0.7767
21 H 1.9537 0.9195 -5.3907  0.3716
22 H 1.5136 1.9657 -4.0746  0.3076
23 H 3.1674 -0.4118 -4.0757  0.7329
24 H 2.9929 0.6105 -2.7420  0.2844
25 H 2.2976 -1.4478 -2.1413  0.4310
26 H 1.4667 -1.6663 -3.5523  0.4550
27 Cl 2.1384 0.9309 3.4522  -0.1704
28 C 3.5495 -0.1696 3.3766  -0.4217
29 C 4.3080 -0.0304 2.0848  -0.6828
30 Cl 3.3740 -0.6259 0.6920  0.1018
31 H 3.1869 -1.1836 3.5157  0.2715
32 H 4.1953 0.0864 4.2142  0.3683
33 H 5.2217 -0.6194 2.1281  0.3459
34 H 4.5756 1.0040 1.8873  0.3160
35 F 3.8788 -1.1382 -2.1064  -0.7531
36 F 5.0402 0.2203 -3.4173  -0.7871
37 C -0.7773 -5.2125 3.1234  -1.4658
38 C -1.3484 -4.4799 1.9405  0.5598
39 C -2.0745 -5.3431 0.9313  -0.5568
40 O -1.9113 -4.5759 -0.2790  -0.3162
41 C -0.7736 -3.8670 -0.1521  0.5643
42 O -0.2443 -3.2731 -1.0440  -0.5043
43 O -0.3076 -3.9147 1.1067  -0.3052
44 H -0.2320 -4.5274 3.7701  0.3586
45 H -1.5735 -5.6784 3.7027  0.3989
46 H -0.0742 -5.9795 2.7992  0.3601
47 H -1.9845 -3.6569 2.2784  0.2203
48 H -3.1265 -5.4843 1.1595  0.3190
49 H -1.6005 -6.3152 0.7884  0.3208
50 K -2.3841 1.4875 -3.5283  0.9553
51 C -1.1173 2.9883 2.4895  0.1201
52 C -1.8031 4.0830 3.1579  -0.0353
53 N -2.3915 4.9902 3.5762  -0.2801
54 H -0.3181 2.5777 3.1030  0.1400
55 H -1.8679 2.2076 2.2993  -0.0519
56 H -0.7042 3.3353 1.5462  0.1634
57 C -4.6461 4.2316 1.0030  -0.9579
58 C -5.2072 3.2658 0.0766  0.5406
59 N -5.6013 2.4509 -0.6513  -0.6224
60 H -4.4302 3.7717 1.9678  0.2377
61 H -3.7304 4.6569 0.5909  0.3344
62 H -5.3538 5.0396 1.1958  0.4295
63 Na -3.1987 1.1835 0.1609  0.7394
64 Br -5.1433 5.6104 3.5357  -0.7716

Properties
HOMO level ... -5.438 eV
Spin multiplicity ... 1
Lowest unoccupied orbital energy ... -3.56 eV